Arrangement one

Formula: C3H3N3
Source: the Open Molecules 2025 dataset
Level of theory: ωB97M-V with the def2-TZVPD basis set

CARTESIAN COORDINATES (ANGSTROEM)
C -1.575 -0.091 -0.006
C 0.371 1.168 0.171
C 1.273 -0.015 0.026
N -0.823 1.249 0.331
N -0.749 -1.013 0.059
N 0.420 -1.098 0.402
H -2.570 -0.127 -0.461
H 1.431 0.089 -1.056
H 2.223 -0.162 0.534

Calculated values
E_LUMO in eV: -0.40

***

Arrangement two

Formula: C3H3N3
Source: the Open Molecules 2025 dataset
Level of theory: ωB97M-V with the def2-TZVPD basis set

CARTESIAN COORDINATES (ANGSTROEM)
C 0.742 0.423 -0.293
C -0.484 1.108 -0.122
C 0.657 -0.983 0.006
H 1.587 0.775 -0.858
H -0.559 2.186 -0.075
H 1.527 -1.640 -0.349
N -1.471 0.558 0.306
N -1.571 -0.866 0.665
N -0.429 -1.560 0.719

Calculated values
Structure (SMILES): c1cnnnc1
E_LUMO in eV: -0.46

***

Arrangement three

Formula: C3H3N3
Source: the Open Molecules 2025 dataset
Level of theory: ωB97M-V with the def2-TZVPD basis set

CARTESIAN COORDINATES (ANGSTROEM)
C -0.024 0.084 0.165
C 0.056 1.383 0.367
C 0.853 -1.048 0.383
N -1.224 2.199 -0.399
N -1.635 1.258 -1.066
N -0.937 0.084 -0.806
H 0.367 -1.941 -0.133
H 1.760 -0.763 -0.057
H 0.784 -1.256 1.546

Calculated values
Structure (SMILES): CC1=C=NN=N1
E_LUMO (alpha / beta) in eV: -2.19 / -2.45

***

Of all the structures shown, which is most stable? arrangement two, and arrangement three is the least stable.